Record 1
ORCA calculation (wB97M-V/def2-TZVPD) on a cluster of 9 separate species, C30H60Br6O12S6 in total.

The HOMO-LUMO gap is 9.7 eV. Its SMILES is O=S1(=O)CCCC1.O=S1(=O)CCCC1.O=S1(=O)CCCC1.O=S1(=O)CCCC1.O=S1(=O)CCCC1.O=S1(=O)CCCC1.BrCCBr.BrCCBr.BrCCBr. The calculation puts the HOMO energy at -9.8 eV. Its relative energy (zero: lowest compared OMol25 entry of this formula, charge and spin) is 1.147 eV. The value obtained for the total energy is -19915.02910 Eh.

Geometry as ORCA input:
```
! wB97M-V def2-TZVPD RIJCOSX def2/J DEFGRID3
* xyz 0 1
C 20.6952 -3.3342 -30.6378
C 20.2197 -2.5937 -29.3668
C 20.7233 -1.1635 -29.3410
S 20.8756 -0.6681 -31.0448
O 22.0004 0.1850 -31.2175
O 19.5442 -0.2086 -31.4332
C 21.0557 -2.3110 -31.7464
H 20.0268 -4.1367 -30.9538
H 21.5590 -3.9763 -30.4433
H 20.4669 -3.1703 -28.4748
H 19.1271 -2.5995 -29.3230
H 21.7390 -1.1801 -28.9376
H 20.1937 -0.3589 -28.8356
H 22.0642 -2.4998 -32.1252
H 20.5366 -2.4218 -32.6991
C 17.3028 5.2149 -24.3016
C 16.6541 4.8566 -25.6750
C 15.1849 5.2579 -25.4568
S 14.7678 5.1137 -23.6520
O 13.8095 4.0773 -23.3603
O 14.4742 6.4742 -23.2341
C 16.4701 4.5695 -23.2025
H 17.4720 6.2757 -24.1199
H 18.2997 4.7676 -24.3245
H 16.8595 3.8004 -25.8557
H 17.0958 5.3615 -26.5275
H 14.4219 4.6469 -25.9351
H 15.1060 6.3218 -25.6633
H 16.5048 3.4828 -23.2411
H 16.8066 4.9461 -22.2392
C 21.4738 8.2920 -26.3735
C 22.8776 8.9888 -26.2101
C 22.6256 10.1821 -25.3172
S 21.6896 9.5183 -23.9227
O 20.8317 10.4774 -23.2551
O 22.6667 8.7726 -23.1958
C 20.7111 8.4742 -25.0625
H 21.7329 7.2505 -26.5705
H 20.9454 8.6530 -27.2508
H 23.2030 9.3442 -27.1878
H 23.6386 8.3126 -25.8252
H 21.8698 10.7912 -25.8289
H 23.3535 10.8869 -24.9215
H 19.7660 8.9832 -25.2792
H 20.2512 7.6239 -24.5559
C 19.3721 3.7692 -30.6622
C 18.1287 4.6684 -30.7887
C 17.7179 4.9791 -29.3918
S 19.3074 5.4080 -28.5631
O 19.3416 4.6982 -27.2883
O 19.4094 6.8355 -28.6595
C 20.3686 4.5771 -29.7600
H 19.8421 3.5279 -31.6076
H 19.2048 2.9173 -30.0047
H 17.4124 4.0409 -31.3214
H 18.3983 5.5518 -31.3683
H 17.4351 4.0738 -28.8499
H 17.0065 5.7727 -29.1803
H 21.2183 4.0756 -29.3049
H 20.7898 5.3477 -30.4122
C 22.6369 -0.4048 -23.8173
C 21.9677 -1.5613 -24.5438
C 20.4560 -1.3095 -24.4631
S 20.2061 -0.5659 -22.8651
O 20.0213 -1.5616 -21.8363
O 19.2587 0.5515 -22.9638
C 21.7847 0.1655 -22.6348
H 22.8683 0.4657 -24.4402
H 23.6697 -0.6818 -23.5851
H 22.2090 -2.5537 -24.1582
H 22.2661 -1.6281 -25.5879
H 19.8085 -2.1814 -24.5202
H 20.2160 -0.5627 -25.2203
H 22.1844 -0.1591 -21.6754
H 21.8133 1.2492 -22.6475
C 25.5609 4.5954 -21.4010
C 24.6932 3.3974 -21.6703
C 25.5606 2.2767 -22.1758
S 27.1004 2.4440 -21.1952
O 28.1912 2.4743 -22.1650
O 27.0353 1.5479 -20.0511
C 26.8037 4.2254 -20.6239
H 24.9484 5.4228 -21.0364
H 25.8681 5.1285 -22.3166
H 23.9697 3.7386 -22.4048
H 24.2252 3.2051 -20.6992
H 25.7882 2.5280 -23.2145
H 25.1678 1.2631 -22.1884
H 27.7752 4.6796 -20.7788
H 26.4647 4.2548 -19.5866
Br 24.2256 -1.2864 -27.6214
C 24.9223 0.1124 -28.7912
C 24.2838 1.4229 -28.4773
Br 24.6074 1.9040 -26.5810
H 24.8243 -0.0711 -29.8631
H 25.9993 0.1352 -28.6353
H 23.2237 1.4763 -28.7340
H 24.6318 2.2087 -29.1535
Br 21.5958 5.2341 -23.4760
C 21.8858 4.0133 -24.9640
C 20.7916 2.9434 -25.0799
Br 20.9699 1.9472 -26.7559
H 22.8912 3.6450 -24.8038
H 21.7733 4.5240 -25.9186
H 19.8266 3.4416 -25.0107
H 20.7366 2.2493 -24.2404
Br 20.3095 8.8341 -19.0273
C 20.4554 6.9362 -19.3728
C 21.7299 6.6294 -20.1696
Br 23.3030 6.9152 -19.0137
H 19.5484 6.6912 -19.9187
H 20.4720 6.4242 -18.4151
H 21.7282 7.2817 -21.0422
H 21.6609 5.6121 -20.5520
*
```

Here are the Löwdin charges for atoms 1 to 5, given in e: C -0.19; C -0.21; C -0.25; S 0.65; O -0.32

---

Record 2
ORCA calculation (wB97M-V/def2-TZVPD) on a structure of composition C30H60Cl18NO7S2.

The HOMO-LUMO gap is 7.9 eV. The calculation puts the HOMO energy at -6.2 eV. The value obtained for the total energy is -10840.46707 Eh.

Geometry as ORCA input:
```
! wB97M-V def2-TZVPD RIJCOSX def2/J DEFGRID3
* xyz -1 1
C -0.0956 -2.5264 0.3205
C 0.7339 -3.0315 -0.8460
O 1.9695 -2.2843 -0.9234
C 2.2034 -1.6759 -2.1174
O 2.9667 -2.1538 -2.8877
C 1.4904 -0.3770 -2.3458
C 2.4754 0.7848 -2.6157
C 2.2536 1.9764 -1.6806
S 0.8049 2.9695 -2.0858
O 1.2602 4.3464 -2.0104
O 0.3268 2.4940 -3.3743
N -0.1528 2.5887 -0.8518
S -1.6603 3.0765 -0.8640
O -1.9397 4.0860 -1.8548
O -2.0923 3.3260 0.4929
O -2.5414 1.8066 -1.3205
C -1.9310 0.5629 -1.6841
C -3.0276 -0.5194 -1.7899
C -4.1684 -0.2734 -0.7916
C -3.5415 -0.7084 -3.2259
C -4.3556 0.5030 -3.7391
C -2.3996 -1.0807 -4.2003
H -0.9524 -3.1869 0.4864
H -0.4462 -1.5067 0.1420
H 0.5126 -2.5382 1.2312
H 1.0016 -4.0772 -0.6734
H 0.1859 -2.9298 -1.7913
H 0.8639 -0.5347 -3.2311
H 0.8398 -0.1449 -1.5065
H 3.4915 0.4147 -2.4318
H 2.4225 1.0972 -3.6585
H 2.1221 1.6181 -0.6544
H 3.1064 2.6579 -1.6885
H -1.4217 0.7114 -2.6406
H -1.1988 0.2851 -0.9231
H -2.5713 -1.4726 -1.4874
H -4.8816 0.4654 -1.1698
H -4.7098 -1.2106 -0.6169
H -3.7899 0.1034 0.1613
H -4.2285 -1.5670 -3.2018
H -4.1451 0.6989 -4.7934
H -5.4278 0.3309 -3.6052
H -4.1152 1.4098 -3.1741
H -2.7127 -1.8965 -4.8613
H -1.5253 -1.4603 -3.6525
H -2.0800 -0.2308 -4.8092
Cl -4.8336 -4.0887 0.5438
C -4.5073 -4.3748 2.2746
C -4.1832 -3.1032 3.0125
Cl -2.6198 -2.4310 2.4946
H -3.6915 -5.0925 2.3322
H -5.4055 -4.8228 2.6987
H -4.1068 -3.3150 4.0781
H -4.9415 -2.3399 2.8559
Cl -8.3796 -0.0370 -2.2958
C -8.8395 1.5374 -1.5931
C -8.2263 2.6958 -2.3375
Cl -6.4631 2.7564 -2.1306
H -8.5293 1.5348 -0.5514
H -9.9256 1.6017 -1.6417
H -8.6322 3.6282 -1.9471
H -8.4380 2.6370 -3.4025
Cl -4.2016 6.9778 2.7698
C -2.8244 6.6095 1.6816
C -1.4991 6.7932 2.3620
Cl -1.1523 8.5135 2.7471
H -2.9136 7.2516 0.8098
H -2.9245 5.5713 1.3630
H -0.7075 6.4472 1.6999
H -1.4485 6.2408 3.2931
Cl 4.7948 -3.6177 2.1304
C 5.6063 -3.9751 0.5782
C 4.6265 -4.0860 -0.5591
Cl 3.5704 -5.5153 -0.3910
H 6.1756 -4.8926 0.7065
H 6.2972 -3.1594 0.3840
H 5.1587 -4.1873 -1.5010
H 3.9746 -3.2183 -0.6211
Cl -1.4525 4.1254 4.5497
C -0.8770 3.3722 6.0530
C -0.4549 4.4300 7.0398
Cl 0.9974 5.3027 6.4812
H -0.0599 2.6997 5.8044
H -1.6996 2.7907 6.4670
H -0.2140 3.9865 8.0044
H -1.2458 5.1636 7.1733
Cl 7.3902 -2.6361 -2.1682
C 7.7100 -0.8785 -2.1988
C 6.4469 -0.0804 -2.4003
Cl 5.7715 -0.3165 -4.0292
H 8.4280 -0.6881 -2.9920
H 8.1638 -0.6234 -1.2426
H 6.6661 0.9806 -2.2915
H 5.6816 -0.3589 -1.6787
Cl 9.9825 -7.6407 -4.4712
C 8.4113 -6.8338 -4.7275
C 8.2672 -5.5854 -3.8979
Cl 8.1498 -5.9444 -2.1555
H 7.6297 -7.5529 -4.4975
H 8.3556 -6.5742 -5.7832
H 7.3521 -5.0655 -4.1768
H 9.1086 -4.9120 -4.0382
Cl 1.2177 9.3133 8.7978
C 0.6992 9.7704 7.1505
C 1.4486 9.0200 6.0824
Cl 3.1680 9.4961 6.0066
H 0.8344 10.8442 7.0510
H -0.3614 9.5370 7.0754
H 1.0111 9.2417 5.1102
H 1.4047 7.9479 6.2481
Cl -3.0225 -7.5618 2.2117
C -1.4981 -8.0758 1.4368
C -0.2878 -7.5887 2.1891
Cl -0.1144 -5.8203 2.1024
H -1.5079 -7.6983 0.4176
H -1.5038 -9.1641 1.4125
H 0.6087 -8.0212 1.7471
H -0.3341 -7.8677 3.2388
*
```

Here are the Löwdin charges for atoms 1 to 5, given in e: C -0.11; C -0.21; O -0.06; C -0.51; O 0.13